Entry 1:
C23H22ClO4PdS2 as an isolated structure, computed with ωB97M-V/def2-TZVPD.

Calculated values
ΔE to the lowest compared entry with this formula, charge and spin	1.0	kcal/mol
orbital gap (alpha / beta)	7.9 / 5.7	eV
calculated total energy	-70062.5028	eV
net charge	+1
max |F|	0.18	eV/A
multiplicity	3
HOMO level (alpha / beta)	-11.11 / -11.43	eV
<S²>	2.05

XYZ file:
```
53
C23H22ClO4PdS2, DFT ωB97M-V/def2-TZVPD
Pd 2.35297 -0.17582 0.76890
O 2.62296 1.97637 0.90395
S 1.67947 3.14207 1.09675
C 0.70625 2.68871 2.57099
C -0.76969 3.07665 2.60500
C -1.70296 1.99463 2.05154
C -1.80618 0.77913 2.98173
S -1.03856 -0.73828 2.36502
O 0.29393 -0.32219 1.81441
C -2.09138 -1.02048 0.94753
C -3.42166 -1.37416 1.13921
C -4.21678 -1.63048 0.03525
C -3.67851 -1.55225 -1.24467
C -2.34407 -1.22109 -1.41982
C -1.53980 -0.95434 -0.31878
C 0.47565 3.10425 -0.21690
C -0.27124 4.25726 -0.42689
C -1.20920 4.28318 -1.44710
C -1.36696 3.17649 -2.27145
C -0.57823 2.05022 -2.08359
C 0.34985 2.00925 -1.05370
H 1.26529 3.16118 3.37900
H 0.84322 1.60912 2.63960
H -0.94078 4.01489 2.07506
H -1.03776 3.28021 3.64447
H -1.37164 1.68309 1.05911
H -2.69885 2.41856 1.92087
H -2.83840 0.49911 3.19973
H -1.31586 0.95523 3.94206
H -3.83649 -1.45783 2.13710
H -5.25517 -1.90036 0.17218
H -4.30209 -1.75966 -2.10390
H -1.92619 -1.17261 -2.41725
H -0.49420 -0.69863 -0.42930
H -0.11186 5.13458 0.18921
H -1.79991 5.17407 -1.61195
H -2.08941 3.20277 -3.07625
H -0.68183 1.20128 -2.74688
H 0.98226 1.14096 -0.90837
Cl 3.77360 -6.10067 -3.49243
C 3.37866 -4.96883 -2.28178
C 2.71639 -5.39679 -1.11808
C 2.40349 -4.48866 -0.15241
C 2.72200 -3.08777 -0.29627
O 2.38564 -2.30484 0.61873
C 3.42504 -2.68204 -1.50555
C 3.87660 -1.30487 -1.77463
O 3.76179 -0.34765 -1.04162
C 3.72857 -3.62255 -2.45880
H 2.46821 -6.44308 -1.00545
H 1.89577 -4.77834 0.75754
H 4.37344 -1.17709 -2.75097
H 4.25457 -3.33191 -3.36014
```

Entry 2:
C23H22FN4O7SV as an isolated structure at a distorted geometry, computed with ωB97M-V/def2-TZVPD.

Calculated values
ΔE to the lowest compared entry with this formula, charge and spin	0.0	kcal/mol
orbital gap (alpha / beta)	3.6 / 6.4	eV
calculated total energy	-83739.1516	eV
net charge	0
max |F|	1.33	eV/A
multiplicity	3
HOMO level (alpha / beta)	-5.06 / -7.88	eV
<S²>	2.08

XYZ file:
```
59
C23H22FN4O7SV, DFT ωB97M-V/def2-TZVPD
V 1.25697 -3.96160 1.51929
C -1.35207 3.21478 2.53249
C -1.86817 1.99115 1.79285
N -0.85653 0.95510 1.63609
C -0.86794 -0.09215 2.50776
C -0.03706 -1.15854 2.40613
C -0.25412 -2.26918 3.38667
O -0.86723 -2.09286 4.41954
O 0.20674 -3.43617 3.02131
C 0.91244 -1.17378 1.34463
O 1.76108 -2.17958 1.15986
C 0.95302 -0.10545 0.44174
C 1.84260 -0.09962 -0.66273
C 1.85234 0.98006 -1.50767
F 2.75514 0.95131 -2.54390
C 1.02289 2.07745 -1.37954
C 0.10432 2.06439 -0.29453
C 0.06224 1.00822 0.59100
N 1.03266 3.25169 -2.19648
C 1.29781 3.20026 -3.61218
C 2.76395 3.38735 -3.99826
N 3.29985 4.61706 -3.29661
C 3.07921 4.54994 -1.80158
C 1.57954 4.43546 -1.57588
H -2.15755 3.93304 2.68891
H -0.55249 3.71363 1.98332
H -0.95567 2.93084 3.50774
H -2.25007 2.24773 0.80298
H -2.70151 1.54095 2.33070
H -1.61174 -0.05113 3.29017
H 2.49915 -0.93909 -0.83186
H -0.58537 2.89113 -0.21541
H 0.71810 3.99857 -4.09872
H 0.94971 2.25391 -4.02122
H 2.89714 3.55140 -5.06685
H 3.39017 2.56859 -3.66144
H 2.82496 5.44728 -3.65501
H 4.28841 4.72904 -3.50735
H 3.52511 5.44667 -1.37325
H 3.60763 3.66225 -1.45306
H 1.08715 5.33221 -1.97855
H 1.38057 4.41016 -0.50612
S 2.71309 -5.18208 2.28507
O -0.12532 -6.05995 -1.66609
C -0.19796 -5.34130 -0.69568
O 0.78778 -4.64309 -0.20161
C -1.49729 -5.11218 0.03891
C -2.29436 -6.18763 0.42439
C -3.46892 -5.97822 1.13289
C -3.88623 -4.68638 1.43704
C -3.08645 -3.64687 1.01585
C -1.89741 -3.81523 0.33598
N -3.52845 -2.24226 1.31055
O -4.55743 -2.09404 1.91270
O -2.85471 -1.34133 0.88774
H -1.97054 -7.18667 0.16565
H -4.06763 -6.81908 1.45371
H -4.79655 -4.49158 1.98256
H -1.30497 -2.95457 0.05537
```

Entry 3:
C23H22N3PdSi as an isolated structure at a distorted geometry, computed with ωB97M-V/def2-TZVPD.

Calculated values
ΔE to the lowest compared entry with this formula, charge and spin	9.2	kcal/mol
orbital gap (alpha / beta)	7.2 / 7.2	eV
calculated total energy	-40031.8646	eV
net charge	+1
max |F|	1.01	eV/A
multiplicity	1
HOMO level (alpha / beta)	-10.63 / -10.64	eV

XYZ file:
```
50
C23H22N3PdSi, DFT ωB97M-V/def2-TZVPD
Pd -0.49645 -0.86432 -1.35455
C 3.97655 -1.23011 -1.33637
C 4.26695 -1.54137 -0.02062
C 3.22345 -1.69886 0.87663
C 1.91669 -1.53199 0.44873
N 1.63957 -1.21562 -0.83630
C 2.64892 -1.07895 -1.69650
C 0.76032 -1.65896 1.39170
C 0.83889 -1.62459 2.78018
C -0.35181 -1.61371 3.49637
C -1.57752 -1.58376 2.84026
C -1.56611 -1.62629 1.45065
N -0.41954 -1.72798 0.80397
C -2.76477 -1.49137 0.56232
C -4.05088 -1.67024 1.04630
C -5.13453 -1.53268 0.19477
C -4.90593 -1.23106 -1.13597
C -3.59855 -1.06166 -1.55514
N -2.55005 -1.17296 -0.73624
H 4.75280 -1.09992 -2.07620
H 5.29018 -1.66642 0.30638
H 3.42843 -1.96277 1.90406
H 2.37858 -0.83394 -2.71500
H 1.78246 -1.57442 3.30419
H -0.32448 -1.58214 4.57717
H -2.49197 -1.49835 3.40949
H -4.20630 -1.93567 2.08195
H -6.14062 -1.67012 0.56666
H -5.71525 -1.12304 -1.84316
H -3.37483 -0.82190 -2.58576
C -2.13078 2.01926 -0.78565
Si -0.54858 1.36772 -1.54286
C -0.38928 1.87173 -3.33460
C 0.92082 1.89097 -0.51539
C 0.86596 1.78210 0.87789
C 1.95570 2.11600 1.66632
C 3.12721 2.56778 1.07088
C 3.19940 2.68818 -0.30978
C 2.10474 2.35078 -1.09454
H -2.08962 3.11192 -0.77950
H -2.26159 1.68793 0.24590
H -3.01014 1.71955 -1.35668
H -0.39332 2.96138 -3.42590
H -1.22573 1.48385 -3.91764
H 0.53050 1.49849 -3.78718
H -0.04369 1.43186 1.35771
H 1.89197 2.03397 2.74423
H 3.97779 2.83684 1.68340
H 4.10629 3.05241 -0.77499
H 2.17817 2.45245 -2.17161
```

Entry 4:
One molecule with the formula C23H22N4O at a distorted geometry, computed with ωB97M-V/def2-TZVPD.

Calculated values
ΔE to the lowest compared entry with this formula, charge and spin	11.3	kcal/mol
orbital gap	7.6	eV
calculated total energy	-32216.7639	eV
structure (SMILES)	CC(=O)c1ccc(-c2ccc(Cn3c(C)nc4cc(N)c(C)nc43)cc2)cc1
net charge	0
max |F|	2.74	eV/A
multiplicity	1
HOMO level	-7.79	eV

XYZ file:
```
50
C23H22N4O, DFT ωB97M-V/def2-TZVPD
O 3.20252 7.30661 -0.28183
N -3.18645 -3.61273 0.34622
N 0.27561 -3.81891 1.11406
C 2.08749 6.94582 -0.56903
C -2.63186 -3.30775 -0.82222
C -0.91761 -3.63458 0.55935
C 0.33839 -4.07292 2.43737
C 0.33978 5.17409 -0.94050
C 2.64301 4.54888 -0.45338
C 0.03443 3.80257 -1.08723
C 2.32185 3.23563 -0.63434
C -0.34362 0.97988 -2.06079
C 1.21661 0.37242 -0.35317
C -2.08888 -3.99671 2.59864
C -0.71919 -0.37454 -2.28015
C 0.92560 -0.97386 -0.56564
C -2.10620 -3.75468 1.23417
C 1.68169 5.54489 -0.66943
C 1.03215 2.78505 -0.96244
C 0.63493 1.39304 -1.15180
C -0.85333 -4.11380 3.24743
C -0.05779 -1.35587 -1.52389
N -0.86785 -4.34468 4.65001
N -1.23570 -3.37433 -0.76850
C 1.08537 8.05955 -0.86378
C -3.46515 -3.00656 -2.03723
C 1.72048 -4.21660 3.04737
C -0.29403 -2.82923 -1.75855
H -0.42995 5.92382 -1.01452
H 3.61977 4.85589 -0.10798
H -0.97756 3.53220 -1.26680
H 3.09440 2.49043 -0.46985
H -0.81935 1.75410 -2.67466
H 1.94545 0.67569 0.40138
H -3.02153 -4.06960 3.15386
H -1.52164 -0.67403 -2.95597
H 1.44620 -1.74219 0.03210
H -1.72980 -4.21534 5.16394
H -0.18224 -5.01139 5.01463
H 1.58652 9.04840 -0.76906
H 0.29366 8.01041 -0.11650
H 0.67791 7.93333 -1.84454
H -3.47530 -1.93943 -2.20855
H -4.47642 -3.32652 -1.97176
H -3.02422 -3.49028 -2.92570
H 2.43959 -4.44137 2.28292
H 1.70438 -5.01806 3.79124
H 2.06718 -3.28117 3.46731
H -0.66381 -2.98546 -2.76475
H 0.67446 -3.39010 -1.66743
```